Entry 1:
Formula: C19H48F9O17S11Zn
Source: the OMol25 dataset
Level of theory: the ωB97M-V functional and the def2-TZVPD basis

LUMO energy, Ha: 0.050
ΔE to the lowest compared entry with this formula, charge and spin, eV: 1.215
Orbital gap, eV: 7.14
Energy, eV: -247349.283
Charge: -1
E_HOMO, eV: -5.8

Last column: Löwdin charge in e.
CARTESIAN COORDINATES (ANGSTROEM)
Zn  13.71  12.26  -2.46  0.600
C  8.84  16.73  1.95  -0.675
F  8.13  15.59  1.98  0.100
F  10.11  16.55  1.59  0.096
F  8.32  17.55  1.04  0.087
S  8.83  17.46  3.71  0.474
O  9.63  18.69  3.61  -0.372
O  7.43  17.72  4.08  -0.363
O  9.43  16.37  4.48  -0.352
C  11.51  12.25  1.28  -0.662
F  12.32  13.02  1.97  0.168
F  10.58  11.73  2.10  0.123
F  10.87  12.91  0.31  0.125
S  12.47  10.91  0.44  0.536
O  13.52  10.52  1.37  -0.332
O  11.46  9.90  0.18  -0.318
O  12.97  11.46  -0.83  -0.345
C  13.73  7.86  -3.29  -0.656
F  13.68  6.85  -4.13  0.176
F  12.82  7.80  -2.33  0.128
F  14.95  7.94  -2.72  0.103
S  13.61  9.52  -4.21  0.553
O  12.21  9.58  -4.61  -0.306
O  13.95  10.49  -3.16  -0.362
O  14.58  9.52  -5.30  -0.297
C  17.79  10.85  -2.39  -0.220
S  16.80  11.67  -1.07  0.961
O  15.58  12.26  -1.76  -0.578
C  16.29  10.14  -0.24  -0.229
H  18.56  10.24  -1.92  0.051
H  18.31  11.49  -3.10  0.054
H  17.04  10.32  -2.98  0.054
H  15.57  9.57  -0.82  0.056
H  16.01  10.35  0.79  0.047
H  17.22  9.59  -0.12  0.054
C  13.14  7.28  1.07  -0.243
S  12.85  5.66  1.87  0.847
O  12.02  6.06  3.09  -0.592
C  11.72  4.89  0.68  -0.284
H  12.59  8.11  1.52  0.026
H  13.03  7.24  -0.02  0.026
H  14.20  7.52  1.20  0.038
H  12.07  5.05  -0.34  0.032
H  10.72  5.31  0.76  0.046
H  11.75  3.81  0.78  0.048
C  10.05  10.81  -2.75  -0.236
S  10.43  12.51  -3.29  0.961
O  11.94  12.63  -3.25  -0.575
C  10.10  12.32  -5.11  -0.202
H  9.23  10.86  -2.04  0.044
H  10.87  10.34  -2.21  0.035
H  9.75  10.16  -3.57  0.049
H  10.44  11.36  -5.51  0.046
H  10.53  13.18  -5.60  0.054
H  9.01  12.34  -5.24  0.051
C  12.08  16.12  -0.81  -0.217
S  13.75  15.46  -1.22  0.967
O  13.68  13.97  -1.44  -0.580
C  13.80  16.22  -2.88  -0.246
H  11.24  15.54  -1.19  0.047
H  11.94  17.12  -1.21  0.063
H  11.97  16.21  0.27  0.042
H  13.80  17.30  -2.74  0.051
H  12.88  15.96  -3.41  0.060
H  14.67  16.07  -3.52  0.055
C  9.54  7.54  -1.45  -0.262
S  9.84  6.13  -2.53  0.838
O  10.00  4.96  -1.57  -0.577
C  8.13  5.94  -3.27  -0.226
H  10.39  7.90  -0.87  0.035
H  8.91  7.07  -0.70  0.048
H  9.05  8.39  -1.92  0.044
H  7.88  6.77  -3.92  0.045
H  7.54  5.88  -2.35  0.044
H  7.95  4.98  -3.76  0.046
C  11.70  9.34  4.78  -0.227
S  12.99  10.62  4.41  0.836
O  12.83  11.64  5.52  -0.574
C  14.42  9.62  5.04  -0.239
H  10.74  9.74  4.46  0.034
H  11.67  9.06  5.83  0.055
H  11.99  8.49  4.16  0.024
H  14.77  8.93  4.27  0.037
H  14.11  9.02  5.89  0.046
H  15.29  10.27  5.16  0.044
C  6.65  10.79  3.18  -0.238
S  6.63  9.20  2.22  0.835
O  5.54  9.40  1.19  -0.600
C  8.24  9.50  1.37  -0.248
H  5.69  11.12  3.57  0.052
H  6.90  11.54  2.43  0.043
H  7.51  10.70  3.85  0.044
H  8.73  8.56  1.13  0.027
H  8.98  10.02  2.00  0.027
H  8.05  10.14  0.51  0.053
C  7.36  14.23  -1.11  -0.251
S  7.99  15.85  -1.64  0.848
O  9.03  15.48  -2.66  -0.602
C  6.47  16.37  -2.52  -0.255
H  7.05  13.64  -1.98  0.051
H  6.46  14.38  -0.51  0.056
H  8.07  13.60  -0.58  0.041
H  6.66  17.37  -2.93  0.045
H  5.65  16.51  -1.81  0.056
H  6.25  15.75  -3.38  0.055

***

Entry 2:
Formula: C5H14
Source: the OMol25 dataset
Level of theory: the ωB97M-V functional and the def2-TZVPD basis

LUMO energy, Ha: 0.042
ΔE to the lowest compared entry with this formula, charge and spin, eV: 1.512
Orbital gap, eV: 12.04
Energy, eV: -5410.538
Structure (SMILES): CCC.CC
E_HOMO, eV: -10.9

Last column: Löwdin charge in e.
CARTESIAN COORDINATES (ANGSTROEM)
C  -1.98  -0.35  -0.05  -0.349
C  -1.09  -1.00  -0.99  -0.169
C  -1.54  -0.62  1.33  -0.137
H  -1.96  0.67  -0.26  0.088
H  -3.01  -0.79  -0.18  0.133
H  -0.98  -2.10  -1.07  0.086
H  -0.44  -0.95  1.53  0.103
H  -1.73  0.15  2.07  0.067
H  -2.07  -1.45  1.67  0.042
H  -1.58  -0.79  -1.99  0.092
H  -0.03  -0.79  -1.10  0.051
C  1.92  1.64  -0.45  -0.198
C  2.29  0.35  0.14  -0.200
H  2.75  2.25  -0.60  0.043
H  1.09  1.58  -1.23  0.094
H  1.26  2.25  0.18  0.065
H  1.35  0.00  0.60  0.039
H  3.09  0.38  0.90  0.076
H  2.69  -0.45  -0.50  0.074

***

Entry 3:
Formula: C31H39P2Si2W
Source: the OMol25 dataset
Level of theory: the ωB97M-V functional and the def2-TZVPD basis

LUMO energy, Ha: -0.400
ΔE to the lowest compared entry with this formula, charge and spin, eV: 0.000
Orbital gap, eV: 5.87
Energy, eV: -68910.657
Charge: +3
E_HOMO, eV: -16.7

Last column: Löwdin charge in e.
CARTESIAN COORDINATES (ANGSTROEM)
W  -0.30  0.08  -0.64  1.116
C  6.24  1.35  0.64  0.005
C  5.26  1.22  1.62  -0.019
C  3.96  0.93  1.26  -0.064
C  3.65  0.78  -0.10  -0.374
C  4.63  0.91  -1.09  -0.060
C  5.93  1.20  -0.71  -0.020
P  2.00  0.42  -0.58  1.012
C  1.77  -0.40  -2.17  -0.424
C  2.36  -1.68  -2.29  -0.096
C  2.25  -2.39  -3.46  -0.027
C  1.52  -1.87  -4.53  -0.002
C  0.92  -0.62  -4.43  -0.023
C  1.07  0.14  -3.27  -0.085
C  0.88  1.91  -0.84  -0.419
C  1.63  3.10  -0.99  -0.038
C  0.98  4.31  -1.08  0.036
C  -0.41  4.40  -0.96  0.022
C  -1.17  3.27  -0.78  -0.032
C  -0.56  2.00  -0.73  -0.333
H  7.26  1.58  0.92  0.135
H  5.52  1.34  2.66  0.131
H  3.20  0.81  2.02  0.092
H  4.39  0.78  -2.14  0.122
H  6.70  1.30  -1.46  0.132
H  2.94  -2.08  -1.46  0.123
H  2.75  -3.35  -3.57  0.136
H  1.43  -2.43  -5.44  0.137
H  0.37  -0.20  -5.27  0.133
H  0.70  1.15  -3.25  0.111
H  2.71  3.05  -1.05  0.119
H  1.57  5.21  -1.22  0.145
H  -0.89  5.37  -1.00  0.143
H  -2.23  3.36  -0.68  0.079
C  -3.81  -0.98  -1.20  -0.200
Si  -3.00  0.31  -0.09  0.603
C  -3.94  1.83  -0.65  -0.189
C  -3.20  0.03  1.74  -0.345
C  -4.48  -0.17  2.28  -0.071
C  -4.66  -0.34  3.64  -0.027
C  -3.56  -0.31  4.49  -0.027
C  -2.29  -0.11  3.97  -0.073
C  -2.09  0.06  2.60  -0.332
Si  -0.34  0.35  2.03  0.558
C  0.81  -0.92  2.81  -0.189
C  0.29  2.07  2.41  -0.166
H  -4.88  -0.81  -1.00  0.060
H  -3.64  -2.04  -1.04  -0.001
H  -3.68  -0.75  -2.26  0.053
H  -4.97  1.48  -0.75  0.057
H  -3.68  2.23  -1.63  0.048
H  -3.98  2.63  0.09  0.052
H  -5.35  -0.19  1.63  0.116
H  -5.65  -0.49  4.04  0.126
H  -3.69  -0.44  5.56  0.126
H  -1.45  -0.09  4.66  0.111
H  0.83  -0.70  3.88  0.058
H  1.84  -0.84  2.46  0.015
H  0.48  -1.95  2.72  0.024
H  0.35  2.16  3.50  0.062
H  -0.39  2.84  2.06  0.045
H  1.29  2.27  2.02  0.022
C  0.60  -3.30  0.08  -0.225
P  -0.95  -2.46  -0.35  0.738
C  -1.36  -3.23  -1.95  -0.207
C  -2.09  -3.00  0.95  -0.211
H  0.36  -4.29  0.50  0.080
H  1.19  -2.76  0.82  0.028
H  1.19  -3.46  -0.82  0.032
H  -1.32  -4.31  -1.82  0.082
H  -0.59  -2.94  -2.67  0.037
H  -2.33  -2.95  -2.33  0.042
H  -2.24  -4.07  0.84  0.084
H  -3.05  -2.49  0.94  0.034
H  -1.61  -2.80  1.91  0.057